1.
Molecular formula: C4H9N
Method: DFT, ωB97M-V with the def2-TZVPD basis set

Each line ends with the Mulliken spin population.
Geometry (Å):
C  1.966  0.131  -0.367  0.01
N  -0.374  0.186  1.511  0.13
C  -0.545  0.014  0.192  0.13
C  0.504  0.235  -0.775  0.63
C  -1.989  -0.146  -0.243  0.02
H  2.248  0.566  0.587  0.03
H  2.650  0.099  -1.199  0.01
H  1.680  -0.951  -0.186  0.03
H  0.553  0.271  1.948  -0.01
H  -0.164  -0.929  0.998  -0.01
H  0.326  1.055  -1.471  0.01
H  -2.548  -0.708  0.506  0.00
H  -2.421  0.850  -0.310  0.01
H  -1.887  -0.672  -1.191  0.00

Calculated values
DFT total energy in eV: -5771.7341
Total charge: +1
F_max in eV/Å: 4.4
Spin multiplicity: 2
Frontier orbital gap (spin up / spin down) in eV: 9.08 / 9.83
⟨S²⟩: 0.757
E_LUMO (spin up / spin down) in eV: -5.657 / -6.897
HOMO (spin up / spin down) in eV: -14.74 / -16.73
Energy above the lowest of the compared OMol25 structures with the same formula, charge and spin in eV: 4.7030


2.
Molecular formula: C4H8N2O
Method: DFT, ωB97M-V with the def2-TZVPD basis set

Each line ends with the Mulliken charge.
Geometry (Å):
C  1.982  -0.148  0.183  -0.90
N  0.588  -0.217  0.611  -0.41
C  -0.367  0.016  -0.460  0.33
C  -1.784  -0.168  0.101  -0.79
O  -1.899  -1.434  0.688  -0.53
C  -0.196  1.336  -1.115  0.22
N  -0.004  2.366  -1.609  -0.45
H  2.358  0.881  0.104  0.30
H  2.618  -0.715  0.867  0.30
H  2.065  -0.607  -0.805  0.31
H  0.427  0.464  1.350  0.26
H  -0.200  -0.758  -1.219  0.26
H  -2.521  -0.098  -0.705  0.36
H  -1.989  0.645  0.818  0.33
H  -1.078  -1.563  1.190  0.40

Calculated values
DFT total energy in eV: -9304.6221
Total charge: 0
F_max in eV/Å: 1.2
Spin multiplicity: 1
Frontier orbital gap in eV: 11.01
E_LUMO in eV: 0.808
HOMO in eV: -10.21
Energy above the lowest of the compared OMol25 structures with the same formula, charge and spin in eV: 1.7711
SMILES: CN[C@H](C#N)CO


3.
Molecular formula: C33H41LaN12O3
Method: DFT, ωB97M-V with the def2-TZVPD basis set

Each line ends with the Mulliken charge.
Geometry (Å):
La  0.717  0.069  -0.405  2.31
C  -4.091  -1.939  -0.987  -0.96
N  -3.426  -2.231  0.267  0.20
C  -4.082  -3.185  1.140  -0.98
C  -2.274  -1.642  0.555  0.16
O  -1.702  -0.846  -0.212  -0.14
C  -1.619  -1.930  1.912  -1.33
O  -0.778  -0.839  2.238  0.09
C  -1.451  0.221  2.905  -1.27
C  -0.648  1.489  2.626  0.47
O  0.278  1.433  1.796  0.09
N  -0.963  2.606  3.264  0.21
C  -1.998  2.725  4.268  -1.02
C  -0.181  3.812  3.057  -0.91
H  -5.069  -1.498  -0.791  0.43
H  -4.217  -2.856  -1.564  0.37
H  -3.478  -1.236  -1.547  0.18
H  -4.828  -3.731  0.568  0.37
H  -4.597  -2.687  1.964  0.31
H  -3.375  -3.904  1.552  0.38
H  -0.964  -2.804  1.809  0.43
H  -2.339  -2.127  2.715  0.70
H  -1.507  0.009  3.983  0.58
H  -2.464  0.364  2.506  0.55
H  -2.789  1.995  4.124  0.39
H  -2.439  3.719  4.195  0.36
H  -1.575  2.607  5.269  0.32
H  0.642  3.598  2.380  0.09
H  0.222  4.158  4.009  0.42
H  -0.811  4.598  2.633  0.38
N  2.045  -0.982  2.831  0.08
C  1.973  -2.108  2.119  0.42
N  2.222  -3.239  2.759  -0.85
C  2.175  -4.357  2.034  0.27
N  2.400  -5.518  2.633  -0.33
N  1.901  -4.368  0.712  -0.71
C  1.661  -3.206  0.156  0.01
N  1.659  -2.022  0.797  0.45
C  1.366  -3.231  -1.296  0.23
C  1.933  -4.221  -2.092  -0.69
C  1.586  -4.280  -3.432  -0.69
C  0.668  -3.361  -3.911  -0.82
C  0.176  -2.388  -3.054  -0.45
N  0.530  -2.297  -1.773  0.54
H  2.282  -1.050  3.806  0.28
H  1.820  -0.094  2.409  -0.38
H  2.678  -5.528  3.601  0.26
H  2.433  -6.365  2.089  0.26
H  2.630  -4.916  -1.656  0.59
H  2.014  -5.026  -4.082  0.47
H  0.334  -3.386  -4.933  0.50
H  -0.540  -1.659  -3.412  0.50
C  -0.956  3.336  -0.705  -1.36
N  -0.212  2.222  -1.299  0.04
C  0.016  2.335  -2.577  -0.15
C  0.775  1.409  -3.316  -0.14
C  1.031  1.405  -4.697  -1.10
C  1.872  0.334  -4.939  -1.15
C  2.105  -0.267  -3.705  -0.36
N  1.452  0.361  -2.707  0.76
C  -2.414  3.399  -1.115  0.68
C  -3.202  2.255  -1.160  0.40
C  -4.545  2.347  -1.488  -0.70
C  -5.119  3.578  -1.762  -0.52
C  -4.338  4.720  -1.724  -0.69
C  -2.994  4.628  -1.406  -0.63
H  -0.479  4.286  -0.980  0.59
H  -0.901  3.234  0.384  -0.18
H  -0.363  3.196  -3.131  0.41
H  0.629  2.091  -5.414  0.57
H  2.287  0.027  -5.876  0.52
H  2.717  -1.139  -3.534  0.53
H  -2.756  1.290  -0.945  0.34
H  -5.152  1.454  -1.529  0.42
H  -6.168  3.647  -2.005  0.42
H  -4.772  5.684  -1.942  0.42
H  -2.385  5.521  -1.382  0.43
N  4.258  -0.609  -1.172  -0.16
C  4.358  0.320  -0.182  0.43
C  5.616  0.628  0.368  -0.92
C  5.704  1.527  1.402  -0.55
C  4.530  2.131  1.857  -0.94
C  3.340  1.776  1.265  -0.52
N  3.217  0.872  0.274  0.12
H  5.121  -0.864  -1.628  0.32
H  3.457  -0.525  -1.785  -0.27
H  6.496  0.155  -0.041  0.41
H  6.659  1.775  1.840  0.47
H  4.558  2.869  2.644  0.50
H  2.418  2.247  1.578  0.47

Calculated values
DFT total energy in eV: -59764.8281
Total charge: +2
F_max in eV/Å: 0.9
Spin multiplicity: 1
Frontier orbital gap in eV: 7.45
E_LUMO in eV: -4.930
HOMO in eV: -12.38
Energy above the lowest of the compared OMol25 structures with the same formula, charge and spin in eV: 0.5373


4.
Molecular formula: C40H35AuN2O3P
Method: DFT, ωB97M-V with the def2-TZVPD basis set

Each line ends with the Mulliken charge.
Geometry (Å):
Au  1.179  1.138  -0.490  0.74
O  -3.059  -1.011  -2.666  -0.69
C  -2.466  -1.416  -1.696  0.21
O  -1.210  -1.137  -1.412  -0.60
C  -3.042  -2.291  -0.635  0.04
C  -4.299  -2.865  -0.701  -0.76
C  -4.717  -3.666  0.350  -0.70
C  -3.895  -3.856  1.454  -0.75
C  -2.650  -3.248  1.530  -0.73
C  -2.208  -2.471  0.462  0.61
P  -0.637  -1.548  0.327  2.13
C  0.796  -2.354  -0.470  0.79
C  2.066  -2.278  0.102  -1.00
C  3.128  -2.977  -0.454  -0.72
C  2.931  -3.775  -1.573  -0.86
C  1.671  -3.864  -2.142  -0.81
C  0.611  -3.152  -1.599  -0.63
C  0.004  -1.771  2.067  0.55
C  0.346  -3.068  2.468  0.08
C  0.874  -3.318  3.723  -0.89
C  1.098  -2.267  4.604  -0.77
C  0.798  -0.974  4.213  -0.90
C  0.261  -0.731  2.953  -0.45
H  -4.918  -2.681  -1.569  0.56
H  -5.690  -4.139  0.317  0.44
H  -4.233  -4.475  2.274  0.46
H  -2.056  -3.376  2.421  0.46
H  2.238  -1.675  0.983  0.94
H  4.105  -2.925  0.012  0.68
H  3.757  -4.336  -1.991  0.45
H  1.505  -4.488  -3.009  0.46
H  -0.364  -3.222  -2.058  0.32
H  0.214  -3.897  1.782  0.59
H  1.122  -4.332  4.009  0.48
H  1.517  -2.458  5.583  0.44
H  0.990  -0.145  4.881  0.47
H  0.061  0.293  2.666  0.41
O  3.777  0.165  0.119  -0.30
C  4.933  0.838  -0.363  -0.75
C  5.101  0.671  -1.859  -0.71
C  3.834  1.039  -2.637  -0.75
C  3.389  2.431  -2.312  0.82
C  4.000  3.530  -2.901  -0.64
C  3.627  4.810  -2.537  -0.46
C  2.632  4.972  -1.584  -0.69
C  2.047  3.846  -1.049  -0.32
N  2.417  2.597  -1.396  -0.14
H  3.797  -0.749  -0.189  0.12
H  5.827  0.497  0.166  0.35
H  4.786  1.890  -0.111  0.41
H  5.372  -0.361  -2.100  0.40
H  5.935  1.296  -2.189  0.44
H  3.023  0.346  -2.408  -0.10
H  4.040  0.965  -3.705  0.49
H  4.766  3.367  -3.646  0.48
H  4.101  5.669  -2.993  0.42
H  2.304  5.951  -1.268  0.47
H  1.247  3.925  -0.326  0.44
N  -0.538  0.242  0.349  -0.94
C  -1.562  1.024  0.448  1.10
C  -2.912  0.644  0.922  0.62
C  -4.007  1.012  0.134  -0.26
C  -5.288  0.650  0.509  -0.92
C  -5.493  -0.041  1.696  -0.69
C  -4.416  -0.373  2.504  -0.73
C  -3.128  -0.042  2.116  0.22
C  -1.462  2.420  -0.060  -0.96
C  -1.314  2.607  -1.435  0.50
C  -1.312  3.893  -1.955  -1.03
C  -1.436  4.986  -1.108  -0.57
C  -1.586  4.798  0.260  -0.94
C  -1.625  3.513  0.784  -0.28
H  -3.850  1.552  -0.791  0.50
H  -6.126  0.912  -0.121  0.45
H  -6.497  -0.312  1.997  0.44
H  -4.576  -0.896  3.437  0.45
H  -2.295  -0.306  2.750  0.53
H  -1.236  1.743  -2.086  0.55
H  -1.219  4.039  -3.023  0.47
H  -1.433  5.989  -1.516  0.46
H  -1.696  5.650  0.918  0.44
H  -1.780  3.359  1.845  0.54

Calculated values
DFT total energy in eV: -64148.0579
Total charge: +1
F_max in eV/Å: 0.5
Spin multiplicity: 1
Frontier orbital gap in eV: 8.68
E_LUMO in eV: -2.649
HOMO in eV: -11.33
Energy above the lowest of the compared OMol25 structures with the same formula, charge and spin in eV: 0.0000


5.
Molecular formula: C4H7ClOS
Method: DFT, ωB97M-V with the def2-TZVPD basis set

Each line ends with the Mulliken charge.
Geometry (Å):
C  -1.382  -0.077  1.046  -0.87
C  2.306  -0.324  1.405  -0.44
C  3.613  -0.059  0.657  -0.50
C  2.371  -0.718  0.172  -0.21
O  -2.165  -0.936  -1.302  -0.50
S  -1.053  -0.169  -0.744  0.59
Cl  -1.517  1.965  -0.912  -0.27
H  -0.653  0.709  1.389  0.38
H  -0.876  -0.978  1.316  0.27
H  -2.391  -0.276  1.353  0.39
H  1.961  -0.568  2.309  0.41
H  3.795  0.970  0.210  0.19
H  4.506  -0.763  0.993  0.18
H  1.861  -1.267  -0.549  0.38

Calculated values
DFT total energy in eV: -29662.2192
Total charge: 0
F_max in eV/Å: 4.3
Spin multiplicity: 1
Frontier orbital gap in eV: 9.48
E_LUMO in eV: -0.256
HOMO in eV: -9.74
Energy above the lowest of the compared OMol25 structures with the same formula, charge and spin in eV: 4.3394


6.
Molecular formula: C8H19I2IrN5OS
Method: DFT, ωB97M-V with the def2-TZVPD basis set

Each line ends with the Mulliken spin population.
Geometry (Å):
Ir  -1.188  0.254  -2.106  2.44
I  -2.254  2.666  -2.883  0.21
C  -4.115  1.632  -3.035  -0.01
I  -3.868  -0.291  -2.145  0.23
H  -4.354  1.499  -4.085  0.00
H  -4.874  2.182  -2.484  0.01
C  1.933  -2.100  4.010  0.00
C  2.100  -1.247  2.747  0.00
C  0.724  -0.711  2.337  0.05
S  0.853  0.580  1.096  0.51
O  -0.226  0.533  0.058  0.32
C  0.998  2.234  1.888  0.05
C  -0.380  2.792  2.256  0.03
C  -1.135  2.062  3.357  0.00
H  2.914  -2.417  4.360  0.00
H  1.341  -2.992  3.807  0.00
H  1.456  -1.540  4.814  0.00
H  2.522  -1.834  1.931  0.00
H  2.795  -0.425  2.940  0.00
H  0.219  -0.183  3.158  0.04
H  0.049  -1.452  1.904  0.00
H  1.558  2.844  1.178  0.01
H  1.642  1.989  2.741  -0.01
H  -0.986  2.933  1.361  0.00
H  -0.108  3.803  2.585  0.02
H  -1.607  1.139  3.009  0.00
H  -1.942  2.698  3.717  0.01
H  -0.497  1.847  4.217  0.00
N  0.552  -3.550  -5.465  0.65
N  0.599  -2.413  -4.847  0.11
N  1.538  -1.487  -5.098  -0.05
C  1.202  -0.542  -4.280  0.11
N  0.057  -0.898  -3.533  0.23
N  -0.312  -2.064  -3.893  0.06
H  1.277  -3.735  -6.174  -0.02
H  -0.206  -4.208  -5.248  -0.02
H  1.726  0.401  -4.194  0.00

Calculated values
DFT total energy in eV: -47925.3002
Total charge: +4
F_max in eV/Å: 0.6
Spin multiplicity: 6
Frontier orbital gap (spin up / spin down) in eV: 8.45 / 5.29
⟨S²⟩: 8.776
E_LUMO (spin up / spin down) in eV: -13.379 / -16.864
HOMO (spin up / spin down) in eV: -21.83 / -22.16
Energy above the lowest of the compared OMol25 structures with the same formula, charge and spin in eV: 0.0000


7.
Molecular formula: C7H31NO9
Method: DFT, ωB97M-V with the def2-TZVPD basis set

Each line ends with the Mulliken charge.
Geometry (Å):
C  0.681  -0.237  -0.863  0.06
C  -0.147  0.443  0.228  0.53
C  -1.624  0.205  0.105  0.71
C  -2.208  -0.985  0.312  -0.70
C  -1.510  -2.215  0.659  0.44
C  -2.056  -3.423  0.609  -1.18
C  -2.457  1.394  -0.280  -1.45
N  2.065  -0.508  -0.395  -0.50
H  0.695  0.338  -1.788  0.35
H  0.235  -1.201  -1.108  -0.55
H  0.048  1.509  0.213  0.46
H  0.198  0.096  1.208  -0.33
H  -3.287  -1.072  0.220  0.28
H  -0.450  -2.124  0.896  0.14
H  -3.095  -3.589  0.315  0.28
H  -1.555  -4.361  0.790  0.29
H  -2.317  1.611  -1.344  0.17
H  -3.532  1.228  -0.157  0.41
H  -2.183  2.285  0.299  0.29
H  2.613  -0.862  -1.171  0.26
H  2.514  0.346  -0.060  0.19
H  1.088  0.837  3.625  0.34
H  2.189  0.092  2.850  0.36
O  1.937  0.980  3.185  -0.78
H  -0.946  1.572  -3.338  0.36
H  -1.283  0.909  -4.697  0.28
O  -1.309  0.746  -3.740  -0.64
H  -0.403  3.411  -1.890  0.32
H  0.170  3.728  -3.258  0.28
O  -0.511  3.199  -2.819  -0.65
H  -1.137  -0.903  3.203  0.30
H  0.386  -1.294  3.153  0.37
O  -0.292  -0.791  3.653  -0.66
H  2.497  -2.327  2.391  0.26
H  1.906  -1.462  1.217  0.36
O  1.892  -1.605  2.211  -0.68
H  1.060  2.907  2.271  0.33
H  0.928  4.441  2.270  0.26
O  1.019  3.673  1.682  -0.63
H  0.400  -2.894  -2.438  0.44
H  1.293  -2.865  -1.169  0.36
O  1.081  -3.394  -1.933  -0.68
H  2.910  1.707  1.875  0.39
H  2.756  3.008  1.074  0.38
O  3.247  2.169  1.081  -0.75
H  -1.737  -2.041  -2.744  0.31
H  -0.908  -0.849  -3.286  0.38
O  -0.863  -1.833  -3.118  -0.75

Calculated values
DFT total energy in eV: -27680.1935
Total charge: 0
F_max in eV/Å: 1.0
Spin multiplicity: 1
Frontier orbital gap in eV: 8.59
E_LUMO in eV: 0.031
HOMO in eV: -8.56
Energy above the lowest of the compared OMol25 structures with the same formula, charge and spin in eV: 1.1517
SMILES: C=C/C=C(/C)CCN.O.O.O.O.O.O.O.O.O